No. 1
{
  "formula": "C25H29N3O6",
  "method": "wB97M-V/def2-TZVPD",
  "smiles": "COc1cc([C@H]2c3c(-c4cc(C)cc(C)c4O)n[nH]c3C(=O)N2CCCO)cc(OC)c1OC",
  "lumo_ev": 0.6,
  "orbital_gap_ev": 8.544,
  "elements": ["C", "O", "C", "C", "C", "C", "C", "C", "C", "C", "C", "C", "C", "C", "C", "C", "O", "N", "N", "C", "C", "O", "N", "C", "C", "C", "O", "C", "C", "O", "C", "C", "O", "C", "H", "H", "H", "H", "H", "H", "H", "H", "H", "H", "H", "H", "H", "H", "H", "H", "H", "H", "H", "H", "H", "H", "H", "H", "H", "H", "H", "H", "H"],
  "positions_angstrom": [[-3.959362, -0.241763, -0.931375], [-3.203921, 0.604133, -1.763606], [-1.837163, 0.555183, -1.682441], [-1.165221, -0.392879, -0.916759], [0.216977, -0.420604, -0.868593], [0.927115, -1.479231, -0.060087], [0.241129, -1.909289, 1.192039], [-0.262908, -1.493998, 2.441723], [-0.298799, -0.160204, 3.017663], [0.115477, 0.929279, 2.248057], [0.089476, 2.216713, 2.744130], [0.534552, 3.374588, 1.901173], [-0.346614, 2.414632, 4.051858], [-0.760776, 1.363894, 4.846791], [-1.233887, 1.570857, 6.252003], [-0.748389, 0.060859, 4.328089], [-1.177726, -0.935198, 5.131012], [-0.757802, -2.567699, 3.072653], [-0.594111, -3.631423, 2.279795], [0.005577, -3.271572, 1.133717], [0.458980, -3.827080, -0.146408], [0.390433, -4.959612, -0.576070], [0.989367, -2.750882, -0.794561], [1.467087, -2.812688, -2.150730], [2.979194, -2.584335, -2.257919], [3.405101, -2.244609, -3.689052], [3.009520, -0.950772, -4.083054], [0.955210, 0.493960, -1.607424], [0.307875, 1.443588, -2.381999], [0.937847, 2.376990, -3.140279], [2.347551, 2.390797, -3.158554], [-1.101828, 1.494584, -2.420027], [-1.599974, 2.467816, -3.232616], [-2.903727, 2.967239, -3.036198], [-4.998484, 0.031490, -1.109376], [-3.719744, -0.087205, 0.125419], [-3.817062, -1.296120, -1.189556], [-1.717139, -1.122164, -0.347994], [1.949772, -1.139502, 0.157704], [0.446358, 0.759212, 1.236131], [1.547025, 3.673333, 2.174650], [0.529004, 3.107992, 0.846632], [-0.117575, 4.232557, 2.050750], [-0.366924, 3.417090, 4.455697], [-0.607444, 1.007235, 6.941554], [-2.250487, 1.196730, 6.361567], [-1.206844, 2.623059, 6.521368], [-1.135638, -1.775373, 4.632694], [-0.901740, -4.542542, 2.580172], [1.208089, -3.805099, -2.529002], [0.926970, -2.057985, -2.736757], [3.509022, -3.476542, -1.924328], [3.272961, -1.753737, -1.614203], [3.014778, -2.998445, -4.385669], [4.495290, -2.241886, -3.756812], [2.047038, -0.914654, -4.126670], [2.031720, 0.466408, -1.568361], [2.761355, 1.451419, -3.538448], [2.758586, 2.598627, -2.164872], [2.618439, 3.201076, -3.832959], [-3.083218, 3.223047, -1.989088], [-3.665872, 2.259875, -3.369575], [-2.954493, 3.870830, -3.643621]],
  "forces_ev_per_a": [[-0.16, -0.17, 0.16], [0.52, 0.22, -0.26], [-0.08, 0.04, -0.06], [0.06, -0.02, 0.02], [-0.12, 0.16, -0.15], [0.09, 0.18, -0.06], [-0.15, -1.19, 0.03], [0.04, -0.56, -0.32], [-0.11, 0.19, 0.42], [-0.07, 0.03, 0.25], [0.02, -0.02, -0.11], [0.07, -0.02, 0.07], [-0.01, -0.28, -0.11], [-0.05, -0.12, 0.09], [0.01, -0.09, -0.06], [0.16, 0.27, -0.35], [-0.02, -0.02, 0.10], [-0.15, 0.26, 0.41], [0.17, -0.11, -0.35], [0.02, 1.26, 0.43], [0.04, -0.36, -0.24], [-0.07, -0.19, 0.06], [0.11, 0.14, -0.05], [0.25, -0.12, -0.16], [-0.16, 0.08, -0.36], [0.16, -0.39, 0.35], [-0.27, 0.40, -0.12], [0.04, -0.02, 0.10], [-0.25, 0.16, -0.12], [-0.45, -0.13, 0.11], [0.28, -0.02, -0.02], [0.10, 0.24, -0.15], [0.30, -0.47, 0.09], [-0.46, 0.24, -0.05], [0.05, -0.06, 0.05], [0.01, -0.02, -0.04], [0.01, 0.04, 0.03], [-0.12, -0.07, 0.09], [-0.12, 0.01, -0.03], [0.03, 0.04, -0.12], [0.07, 0.09, -0.06], [0.01, 0.04, -0.10], [-0.02, 0.10, -0.06], [-0.02, 0.13, 0.08], [-0.02, -0.01, 0.13], [-0.07, 0.00, 0.11], [0.00, 0.07, 0.03], [-0.05, -0.02, 0.06], [0.04, 0.13, -0.03], [-0.02, 0.14, -0.01], [0.00, -0.12, 0.03], [0.02, -0.04, 0.08], [0.08, 0.02, 0.03], [0.09, 0.01, 0.02], [-0.10, -0.11, -0.03], [0.06, 0.03, -0.02], [0.17, 0.00, -0.02], [-0.02, 0.05, 0.07], [-0.02, -0.02, -0.03], [0.03, -0.05, 0.06], [0.01, -0.01, -0.04], [0.08, 0.12, 0.04], [-0.02, -0.03, 0.07]],
  "mulliken_charge": [-0.91, -0.51, 0.51, -0.04, -1.84, 0.45, 1.26, 1.00, -0.41, -0.12, 0.31, -1.65, -0.67, 0.65, -1.51, 0.22, -0.70, -0.75, -0.10, -0.80, 0.35, -0.73, 0.15, -0.93, -0.23, -0.75, -0.50, 0.05, 0.58, -0.50, -0.75, 0.85, -0.49, -0.82, 0.25, 0.37, 0.32, 0.59, 0.46, 0.06, 0.33, 0.21, 0.39, 0.36, 0.30, 0.31, 0.39, 0.45, 0.20, 0.57, 0.19, 0.39, 0.18, 0.32, 0.38, 0.32, 0.29, 0.27, 0.30, 0.26, 0.33, 0.24, 0.29]
}

=====

No. 2
{
  "formula": "C24H24F2O5",
  "method": "wB97M-V/def2-TZVPD",
  "lumo_ev": -3.4,
  "orbital_gap_ev": 3.442,
  "elements": ["C", "C", "O", "C", "C", "C", "C", "O", "C", "O", "O", "C", "C", "O", "H", "H", "H", "H", "H", "H", "H", "H", "H", "H", "H", "H", "H", "F", "C", "C", "C", "C", "C", "C", "C", "C", "C", "C", "C", "F", "C", "C", "C", "C", "H", "H", "H", "H", "H", "H", "H", "H", "H", "H", "H"],
  "positions_angstrom": [[5.636110, -1.939557, -2.335095], [4.179718, -2.276267, -2.225921], [3.507427, -1.013222, -2.024115], [2.205902, -1.178441, -1.697232], [1.439136, 0.116141, -1.714398], [2.152404, 1.375614, -1.783689], [1.464919, 2.608137, -2.310236], [3.310856, 1.451664, -1.368659], [0.002618, -0.009677, -1.835821], [-0.786077, 0.945412, -1.867289], [-0.470239, -1.259940, -1.919505], [-1.898008, -1.298709, -2.149332], [-2.171596, -2.762950, -2.312515], [1.735191, -2.278733, -1.442467], [6.257452, -2.827506, -2.400700], [5.810781, -1.338717, -3.224682], [5.966308, -1.371276, -1.470011], [3.808764, -2.714879, -3.159124], [3.931007, -2.930650, -1.382457], [0.379298, 2.480486, -2.360937], [1.713025, 3.433084, -1.638075], [1.808207, 2.908000, -3.313232], [-2.420129, -0.846026, -1.295202], [-2.157825, -0.752110, -3.065693], [-3.244804, -2.960283, -2.396612], [-1.665961, -3.143642, -3.206530], [-1.775145, -3.312169, -1.453583], [-4.261986, 4.042538, -0.051061], [-2.889207, 3.989998, 0.062505], [-2.128103, 5.071036, -0.386421], [-0.731410, 4.975242, -0.293397], [-0.134360, 3.815653, 0.179108], [-0.895989, 2.682522, 0.516996], [-0.239495, 1.494885, 0.971335], [-0.880083, 0.646509, 1.852173], [-0.247877, -0.405675, 2.502147], [-0.919659, -1.360461, 3.328772], [-2.339922, -1.389197, 3.381185], [-2.962616, -2.378102, 4.120130], [-4.337655, -2.416796, 4.093329], [-2.262162, -3.342027, 4.838073], [-0.857801, -3.241094, 4.876328], [-0.193306, -2.266937, 4.146505], [-2.319787, 2.798211, 0.483492], [-2.625500, 5.946585, -0.802777], [-0.112300, 5.808290, -0.621098], [0.944665, 3.776635, 0.340653], [0.828001, 1.333821, 0.778250], [-1.924307, 0.830839, 2.124720], [0.836936, -0.467546, 2.426812], [-2.915651, -0.656977, 2.822878], [-2.809814, -4.119531, 5.354443], [-0.297688, -4.000180, 5.419113], [0.900181, -2.209968, 4.164319], [-2.942468, 1.937935, 0.724615]],
  "forces_ev_per_a": [[0.35, 0.05, -0.03], [-0.19, 0.41, 0.19], [-0.17, -1.03, -0.26], [-0.84, 0.92, 0.42], [-0.06, -1.54, -0.12], [0.28, -0.68, 0.47], [-0.43, 0.68, -0.33], [-0.21, 0.71, -0.13], [0.90, 1.02, -0.09], [-0.42, -0.21, 0.27], [-1.11, 0.43, -0.27], [0.50, -0.24, -0.07], [-0.30, -0.56, 0.04], [0.65, 0.47, -0.08], [0.01, -0.24, -0.06], [0.07, 0.10, -0.03], [-0.01, 0.10, 0.10], [-0.04, -0.14, 0.23], [0.20, 0.00, -0.31], [0.39, 0.11, 0.03], [0.09, 0.01, -0.19], [0.20, -0.36, 0.30], [0.05, -0.10, -0.25], [0.10, 0.07, 0.36], [0.10, 0.00, -0.03], [-0.12, 0.06, 0.15], [-0.10, 0.01, -0.09], [1.31, 0.10, 0.23], [-0.58, -0.64, -0.44], [0.29, -0.35, 0.22], [-0.49, 0.11, 0.03], [0.33, -0.19, 0.08], [-0.76, 0.79, -0.18], [0.29, 0.57, 0.73], [-0.36, -1.14, 0.61], [0.08, 0.89, -0.48], [-0.65, -0.40, 1.11], [0.61, -0.25, 0.01], [-0.84, 0.20, -0.33], [1.29, -0.06, 0.16], [0.49, 0.64, -0.19], [-0.54, -0.35, -0.17], [0.00, 0.23, -0.57], [0.51, 0.09, -0.09], [0.15, -0.22, 0.16], [-0.15, -0.18, 0.16], [-0.32, -0.01, -0.33], [-0.34, 0.14, -0.21], [0.45, 0.00, -0.39], [-0.11, -0.23, -0.21], [-0.11, -0.41, 0.14], [0.10, 0.02, 0.01], [-0.08, 0.31, -0.01], [-0.44, -0.09, -0.06], [0.01, 0.36, -0.21]],
  "mulliken_charge": [-1.24, -0.18, -0.17, 0.00, 0.40, 0.94, -1.11, -0.73, 0.47, -0.81, -0.21, -0.05, -1.28, -0.68, 0.40, 0.30, 0.31, 0.26, 0.30, 0.20, 0.24, 0.40, 0.16, 0.29, 0.41, 0.30, 0.29, -0.32, 0.09, -0.45, -0.54, -0.78, 1.04, -0.33, -0.70, -0.19, 0.92, -0.72, 0.32, -0.30, -0.56, -0.46, -0.64, -0.57, 0.45, 0.41, 0.61, 0.48, 0.39, 0.42, 0.52, 0.45, 0.37, 0.40, 0.50]
}

=====

No. 3
{
  "formula": "C6H19CdN2Si",
  "method": "wB97M-V/def2-TZVPD",
  "total_charge": -1,
  "lumo_ev": [3.2, 3.2],
  "orbital_gap_ev": [3.665, 3.671],
  "elements": ["C", "Cd", "N", "N", "H", "H", "H", "H", "H", "H", "H", "H", "H", "H", "C", "Si", "C", "C", "C", "C", "H", "H", "H", "H", "H", "H", "H", "H", "H"],
  "positions_angstrom": [[3.247053, -1.011872, -2.747119], [1.214483, -0.928516, -2.418334], [-1.368142, 0.694487, -2.211833], [1.192718, 1.437558, -3.947444], [-0.723791, 1.270694, -1.601364], [-0.917659, -0.292274, -2.327212], [3.637253, -1.792771, -2.113412], [3.541147, -0.076558, -2.367593], [3.625112, -1.094318, -3.754674], [1.170540, 2.236242, -3.311246], [0.403471, 1.567078, -4.605395], [2.027207, 1.549563, -4.507424], [-1.561294, 1.247052, -3.047148], [-2.222894, 0.493932, -1.696171], [-1.872401, 1.145219, 2.661826], [-0.703484, -0.321944, 2.405160], [0.519334, -0.246732, 3.853771], [-1.742076, -1.875627, 2.670775], [-0.009509, -0.425762, 0.712120], [0.447558, -0.624354, -0.440197], [-2.294259, 1.100642, 3.680649], [-2.703355, 1.099845, 1.940971], [-1.353151, 2.108563, 2.541872], [-0.036163, -0.365203, 4.801760], [1.261357, -1.058941, 3.790677], [1.057230, 0.714761, 3.892034], [-2.606170, -1.856736, 1.989221], [-1.133200, -2.764127, 2.443956], [-2.096917, -1.929901, 3.711774]],
  "forces_ev_per_a": [[0.60, -1.05, -0.64], [-1.22, -0.43, -0.88], [0.55, 0.88, 1.42], [-0.73, 0.37, -0.29], [-0.68, -0.51, -0.35], [0.17, -0.04, -1.10], [0.52, -0.31, 0.15], [0.71, 1.41, 0.67], [0.05, -0.22, -0.31], [-0.09, 0.07, -0.02], [0.44, -0.22, 0.58], [0.41, -0.12, -0.12], [-0.16, -0.27, -0.66], [-0.69, 0.29, 0.31], [0.05, 0.02, -0.11], [-0.31, -0.14, -0.08], [0.23, -0.02, -0.12], [0.08, 0.02, 0.00], [0.70, -0.21, -1.34], [-0.60, 0.58, 3.35], [0.12, 0.03, -0.31], [0.22, 0.09, 0.18], [-0.19, -0.25, 0.01], [0.15, 0.05, -0.35], [-0.19, 0.28, 0.03], [-0.13, -0.32, -0.03], [0.22, -0.11, 0.20], [-0.26, 0.19, 0.09], [0.02, -0.07, -0.28]],
  "mulliken_charge": [-1.41, 0.90, -3.59, -1.62, 0.62, 0.22, 0.30, 0.25, 0.32, 0.44, 0.66, 0.27, 1.42, 1.20, -0.95, -0.13, -0.91, -0.94, 0.72, -1.26, 0.23, 0.29, 0.29, 0.27, 0.29, 0.28, 0.27, 0.28, 0.27]
}

=====

no.,F_max (hartree/bohr),total energy (hartree)
1,0.0260,-1585.74471
2,0.0301,-1504.75576
3,0.0671,-806.57974